# 1
ORCA calculation (ωB97M-V/def2-TZVPD) on 2 unconnected molecules or ions with the total composition C12H17N.

Each atom is followed by the atoms it is bonded to, with distances in Å.
Positions of all 30 atoms, in Å:
1 C -2.676 -0.642 1.695  C2 1.498, H11 1.099, H12 1.088, H13 1.091
2 C -1.758 0.262 0.930  C1 1.498, C3 1.352, C10 1.455
3 C -1.400 1.511 1.303  C2 1.352, N4 1.428, H14 1.075
4 N -0.595 2.026 0.241  C3 1.428, C5 1.365, H15 0.998
5 C -0.675 1.137 -0.792  N4 1.365, C6 1.390, C10 1.421
6 C 0.038 1.264 -1.978  C5 1.390, C7 1.395, H16 1.081
7 C -0.081 0.186 -2.855  C6 1.395, C8 1.387, H17 1.085
8 C -0.794 -0.962 -2.541  C7 1.387, C9 1.397, H18 1.084
9 C -1.466 -1.128 -1.328  C8 1.397, C10 1.402, H19 1.077
10 C -1.384 -0.044 -0.442  C2 1.455, C5 1.421, C9 1.402
11 H -3.722 -0.469 1.408  C1 1.099
12 H -2.615 -0.458 2.766  C1 1.088
13 H -2.525 -1.697 1.465  C1 1.091
14 H -1.833 2.113 2.081  C3 1.075
15 H -0.045 2.859 0.251  N4 0.998
16 H 0.842 1.953 -2.199  C6 1.081
17 H 0.540 0.273 -3.740  C7 1.085
18 H -0.786 -1.760 -3.274  C8 1.084
19 H -1.995 -2.054 -1.172  C9 1.077
20 C 3.673 -1.007 0.234  C21 1.525, H23 1.090, H24 1.088, H25 1.095
21 C 2.639 -0.551 1.259  C20 1.525, C22 1.524, H26 1.095, H27 1.095
22 C 2.698 -1.219 2.628  C21 1.524, H28 1.095, H29 1.089, H30 1.104
23 H 4.603 -1.377 0.663  C20 1.090
24 H 3.787 -0.170 -0.452  C20 1.088
25 H 3.350 -1.904 -0.305  C20 1.095
26 H 2.660 0.522 1.478  C21 1.095
27 H 1.606 -0.695 0.927  C21 1.095
28 H 2.532 -2.299 2.693  C22 1.095
29 H 3.565 -0.981 3.242  C22 1.089
30 H 1.850 -0.889 3.253  C22 1.104

Results
Strongest force on any atom = 0.046 Eh/bohr
SMILES = Cc1c[nH]c2ccccc12.CCC
Kohn-Sham gap = 8.797 eV
ΔE to the lowest compared entry with this formula, charge and spin = 23.89 kcal/mol
E_HOMO = -7.9 eV
E = -522.18221 a.u.

***

# 2
ORCA calculation (ωB97M-V/def2-TZVPD) on 3 unconnected molecules or ions with the total composition C14H29ClFNO9S.

Each atom is followed by the atoms it is bonded to, with distances in Å.
Positions of all 56 atoms, in Å:
1 C -0.874 -1.669 1.891  C2 1.518, H14 1.086, H15 1.086, H16 1.084
2 C -0.716 -1.191 0.459  C1 1.518, O3 1.429, H17 1.089, H18 1.088
3 O -1.377 0.054 0.225  C2 1.429, C4 1.391
4 C -2.461 0.040 -0.647  O3 1.391, N5 1.503, H19 1.085, H20 1.087
5 N -3.799 0.204 0.017  C4 1.503, C6 1.492, S10 1.648
6 C -4.311 -1.152 0.370  N5 1.492, C7 1.520, H21 1.088, H22 1.088
7 C -5.449 -1.199 1.376  C6 1.520, C8 1.530, H23 1.082, H24 1.087
8 C -6.736 -0.539 0.877  C7 1.530, Cl9 1.792, H25 1.080, H26 1.080
9 Cl -7.875 -1.767 0.239  C8 1.792
10 S -3.670 1.232 1.298  N5 1.648, O11 1.402, O12 1.407, F13 1.559
11 O -2.769 2.261 0.991  S10 1.402
12 O -4.942 1.670 1.712  S10 1.407
13 F -3.069 0.429 2.492  S10 1.559
14 H -0.692 -0.807 2.526  C1 1.086
15 H -1.878 -2.009 2.123  C1 1.086
16 H -0.132 -2.420 2.136  C1 1.084
17 H -0.953 -1.970 -0.264  C2 1.089
18 H 0.347 -0.987 0.343  C2 1.088
19 H -2.339 0.876 -1.328  C4 1.085
20 H -2.531 -0.857 -1.256  C4 1.087
21 H -4.708 -1.566 -0.555  C6 1.088
22 H -3.533 -1.838 0.697  C6 1.088
23 H -5.180 -0.858 2.367  C7 1.082
24 H -5.689 -2.252 1.496  C7 1.087
25 H -6.555 0.256 0.168  C8 1.080
26 H -7.228 -0.111 1.738  C8 1.080
27 C 3.666 -3.851 -4.736  C28 1.514, H34 1.091, H35 1.090, H36 1.089
28 C 4.337 -3.958 -3.383  C27 1.514, O29 1.435, H37 1.088, H38 1.090
29 O 4.652 -2.666 -2.846  C28 1.435, C30 1.332
30 C 3.631 -2.008 -2.298  O29 1.332, O31 1.206, O32 1.332
31 O 2.497 -2.408 -2.203  C30 1.206
32 O 4.078 -0.826 -1.876  C30 1.332, C33 1.431
33 C 3.062 0.020 -1.329  O32 1.431, H39 1.087, H40 1.089, H41 1.086
34 H 4.272 -3.249 -5.415  C27 1.091
35 H 3.524 -4.840 -5.171  C27 1.090
36 H 2.693 -3.369 -4.652  C27 1.089
37 H 5.289 -4.477 -3.481  C28 1.088
38 H 3.728 -4.522 -2.677  C28 1.090
39 H 2.502 -0.493 -0.552  C33 1.087
40 H 2.391 0.358 -2.118  C33 1.089
41 H 3.556 0.884 -0.895  C33 1.086
42 C 0.018 3.700 1.177  C43 1.513, H49 1.091, H50 1.087, H51 1.089
43 C 1.164 4.359 0.439  C42 1.513, O44 1.438, H52 1.088, H53 1.090
44 O 2.319 4.522 1.280  C43 1.438, C45 1.329
45 C 3.055 3.429 1.456  O44 1.329, O46 1.206, O47 1.335
46 O 2.857 2.346 0.965  C45 1.206
47 O 4.061 3.735 2.279  C45 1.335, C48 1.429
48 C 4.900 2.630 2.618  O47 1.429, H54 1.088, H55 1.089, H56 1.086
49 H -0.210 4.246 2.093  C42 1.091
50 H -0.871 3.671 0.553  C42 1.087
51 H 0.268 2.678 1.460  C42 1.089
52 H 0.878 5.362 0.131  C43 1.088
53 H 1.433 3.805 -0.460  C43 1.090
54 H 5.263 2.125 1.726  C48 1.088
55 H 4.361 1.930 3.255  C48 1.089
56 H 5.745 3.034 3.168  C48 1.086

Results
Strongest force on any atom = 0.042 Eh/bohr
SMILES = CCOCN(CCCCl)S(=O)(=O)F.CCOC(=O)OC.CCOC(=O)OC
Kohn-Sham gap = 11.225 eV
E_HOMO = -10.6 eV
E = -2240.99628 a.u.

***

# 3
ORCA calculation (ωB97M-V/def2-TZVPD) on a gas-phase ion, C4H13N2S2 (charge +1).

Each atom is followed by the atoms it is bonded to, with distances in Å.
Positions of all 21 atoms, in Å:
1 C -0.295 -2.691 -0.399  N2 1.456, H9 1.103, H10 1.096, H11 1.090
2 N 0.238 -1.607 -1.212  C1 1.456, C3 1.438, H12 1.013
3 C -0.555 -0.408 -1.189  N2 1.438, C4 1.586, H13 1.087, H14 1.093
4 C 0.086 0.680 -0.229  C3 1.586, N5 1.524, C6 1.539, H15 1.090
5 N 1.341 0.085 0.400  C4 1.524, H16 1.027, H17 1.014, H18 1.027
6 C -0.799 1.175 0.929  C4 1.539, S7 1.833, H19 1.103, H20 1.082
7 S 0.047 2.215 2.179  C6 1.833, S8 1.957
8 S -0.312 4.061 1.640  S7 1.957, H21 1.325
9 H -0.240 -2.353 0.650  C1 1.103
10 H -1.313 -2.984 -0.679  C1 1.096
11 H 0.297 -3.606 -0.402  C1 1.090
12 H 0.384 -1.915 -2.166  N2 1.013
13 H -0.475 0.136 -2.127  C3 1.087
14 H -1.593 -0.589 -0.902  C3 1.093
15 H 0.447 1.544 -0.787  C4 1.090
16 H 1.548 0.245 1.393  N5 1.027
17 H 2.146 0.484 -0.071  N5 1.014
18 H 1.313 -0.916 0.173  N5 1.027
19 H -1.121 0.242 1.421  C6 1.103
20 H -1.691 1.724 0.655  C6 1.082
21 H 0.549 4.476 0.722  S8 1.325

Results
Charge = +1
Strongest force on any atom = 0.047 Eh/bohr
SMILES = CNC[C@H]([NH3+])CSS
Kohn-Sham gap = 9.747 eV
ΔE to the lowest compared entry with this formula, charge and spin = 27.63 kcal/mol
E_HOMO = -12.9 eV
E = -1065.82880 a.u.